Here is a molecular structure, C3H5O4Sc at a distorted geometry from the Open Molecules 2025 dataset. Energies are from ωB97M-V with the def2-TZVPD basis set.

Output
**Total energy**: -32073.508 eV
**Charge**: +1
**2S+1**: 2
**Kohn-Sham gap (alpha / beta)**: 0.26457 / 0.28854 hartree
**LUMO energy (alpha / beta)**: -5.7 / -5.9 eV
**E_HOMO (alpha / beta)**: -12.9 / -13.7 eV
**Energy relative to the best compared isomer or geometry (same formula, charge and spin)**: 23.7 kcal per mole

CARTESIAN COORDINATES (ANGSTROEM)
O (-0.70, -0.92, 0.96)
C (0.28, 0.04, -0.10)
C (-0.09, -2.19, 0.89)
O (0.82, 1.10, 0.39)
O (1.09, -0.90, -0.67)
C (0.61, -2.22, -0.46)
H (-0.86, -2.97, 0.97)
H (0.66, -2.29, 1.70)
H (-0.11, -2.48, -1.26)
H (1.47, -2.90, -0.47)
Sc (-0.40, 2.54, -0.55)
O (-0.87, 0.38, -0.84)
H (-1.57, -0.39, -0.22)

Atomic partial charges in e from the natural (NBO) method, atoms 1 to 8: -0.6311 0.9718 -0.1061 -0.8196 -0.4950 -0.0992 0.2125 0.1929

Here is 8 unconnected molecules or ions with the total composition C32H68N2O10P at a distorted geometry from the Open Molecules 2025 dataset. Energies are from ωB97M-V with the def2-TZVPD basis set.

Output
**Total energy**: -67025.621 eV
**Charge**: +1
**Kohn-Sham gap**: 0.28822 hartree
**LUMO energy**: -2.7 eV
**E_HOMO**: -10.6 eV

CARTESIAN COORDINATES (ANGSTROEM)
C (5.12, 0.67, 0.97)
O (5.89, 0.20, -0.12)
C (6.95, 1.07, -0.50)
C (6.45, 2.28, -1.28)
C (5.95, 1.81, -2.65)
C (4.66, 2.51, -3.05)
C (3.50, 2.11, -2.14)
N (2.28, 1.59, -2.84)
C (2.53, 0.49, -3.82)
C (3.23, -0.67, -3.16)
C (2.27, -1.26, -2.10)
C (1.61, -0.20, -1.20)
C (1.23, 1.09, -1.89)
P (0.66, 2.38, -0.68)
N (1.44, 2.44, 0.64)
O (-0.90, 2.08, -0.46)
O (0.74, 3.80, -1.40)
H (5.40, 0.16, 1.89)
H (4.08, 0.44, 0.77)
H (5.22, 1.74, 1.13)
H (7.54, 1.37, 0.36)
H (7.59, 0.50, -1.16)
H (5.69, 2.82, -0.72)
H (7.29, 2.94, -1.41)
H (6.69, 2.09, -3.39)
H (5.85, 0.73, -2.69)
H (4.45, 2.37, -4.11)
H (4.83, 3.57, -2.93)
H (3.20, 2.98, -1.57)
H (3.81, 1.38, -1.40)
H (1.88, 2.37, -3.34)
H (1.57, 0.12, -4.15)
H (3.04, 0.84, -4.71)
H (4.15, -0.38, -2.67)
H (3.39, -1.42, -3.93)
H (1.55, -1.94, -2.53)
H (2.90, -1.85, -1.45)
H (0.69, -0.64, -0.84)
H (2.24, -0.05, -0.33)
H (0.37, 0.86, -2.51)
H (2.19, 1.76, 0.67)
H (-1.23, 1.59, -1.24)
H (0.30, 3.81, -2.27)
C (-5.06, 3.17, 2.61)
C (-4.41, 1.85, 2.31)
O (-5.00, 0.80, 2.41)
C (-2.97, 1.87, 1.87)
H (-6.09, 3.01, 2.91)
H (-4.53, 3.68, 3.42)
H (-5.05, 3.80, 1.72)
H (-2.35, 2.33, 2.64)
H (-2.87, 2.44, 0.94)
H (-2.63, 0.85, 1.69)
C (5.62, -1.78, -7.13)
C (5.36, -2.57, -5.87)
O (4.25, -2.69, -5.42)
C (6.56, -3.20, -5.21)
H (4.68, -1.38, -7.51)
H (6.30, -0.95, -6.92)
H (6.06, -2.42, -7.89)
H (7.28, -2.44, -4.92)
H (7.03, -3.91, -5.89)
H (6.23, -3.74, -4.32)
C (-9.75, 2.78, 0.45)
C (-8.30, 2.38, 0.39)
O (-7.41, 3.19, 0.55)
C (-7.99, 0.93, 0.13)
H (-9.83, 3.85, 0.64)
H (-10.24, 2.55, -0.50)
H (-10.26, 2.24, 1.25)
H (-8.41, 0.63, -0.83)
H (-8.43, 0.31, 0.92)
H (-6.92, 0.78, 0.12)
C (0.00, -4.52, 1.63)
C (1.10, -4.09, 0.69)
O (0.89, -3.35, -0.25)
C (2.48, -4.63, 0.97)
H (-0.94, -4.06, 1.32)
H (-0.11, -5.60, 1.61)
H (0.22, -4.20, 2.65)
H (2.47, -5.72, 0.93)
H (2.81, -4.31, 1.96)
H (3.18, -4.25, 0.23)
C (-3.64, -1.71, 3.56)
C (-3.43, -3.19, 3.66)
O (-2.32, -3.69, 3.56)
C (-4.65, -4.04, 3.88)
H (-2.68, -1.22, 3.40)
H (-4.29, -1.47, 2.72)
H (-4.08, -1.33, 4.48)
H (-5.36, -3.91, 3.06)
H (-5.14, -3.76, 4.81)
H (-4.37, -5.09, 3.93)
C (-1.78, -4.50, 6.60)
C (-1.97, -5.49, 7.72)
O (-1.04, -5.96, 8.33)
C (-3.40, -5.87, 8.06)
H (-0.72, -4.31, 6.47)
H (-2.19, -4.89, 5.68)
H (-2.28, -3.56, 6.85)
H (-3.88, -6.32, 7.19)
H (-3.96, -4.99, 8.36)
H (-3.40, -6.59, 8.87)
C (-3.65, 6.21, -2.46)
C (-2.30, 5.60, -2.18)
O (-1.55, 5.25, -3.08)
C (-1.89, 5.42, -0.75)
H (-3.80, 6.28, -3.53)
H (-4.43, 5.60, -2.02)
H (-3.70, 7.22, -2.03)
H (-2.59, 4.75, -0.24)
H (-1.86, 6.37, -0.22)
H (-0.90, 4.98, -0.77)

Atomic partial charges in e from the Mulliken method, atoms 1 to 8: -0.5291 -0.3467 -0.7678 -0.6100 -0.5394 -1.2736 -0.1320 -0.0752

Here is 2 unconnected molecules or ions with the total composition C6H8Cl2N2 at a distorted geometry from the Open Molecules 2025 dataset. Energies are from ωB97M-V with the def2-TZVPD basis set.

Output
**Total energy**: -34373.765 eV
**SMILES**: C=N/C(Cl)=C(\Cl)CC.C#N
**Kohn-Sham gap**: 0.32566 hartree
**LUMO energy**: -0.4 eV
**E_HOMO**: -9.3 eV
**Energy relative to the best compared isomer or geometry (same formula, charge and spin)**: 49.3 kcal per mole

CARTESIAN COORDINATES (ANGSTROEM)
C (-1.82, -0.49, -1.89)
C (-0.60, 0.35, 0.46)
C (-2.46, 1.48, 1.30)
C (0.12, -0.75, 0.17)
C (2.65, -0.34, 0.45)
C (1.47, -0.70, -0.55)
N (-2.65, 0.30, -1.99)
N (-1.65, 0.49, 1.24)
Cl (-0.17, 1.89, -0.51)
Cl (-0.25, -2.36, 0.76)
H (-1.06, -1.21, -1.88)
H (-3.21, 1.39, 1.98)
H (-2.25, 2.47, 0.73)
H (2.26, 0.62, 0.78)
H (3.58, -0.26, 0.00)
H (2.69, -1.24, 1.13)
H (1.76, -1.70, -0.78)
H (1.60, 0.07, -1.40)

Atomic partial charges in e from the natural (NBO) method, atoms 1 to 8: 0.0811 0.1620 0.0161 -0.0356 -0.5870 -0.4657 -0.3229 -0.4503

Which of these has the highest total energy?
C3H5O4Sc